18
Properties=species:S:1:pos:R:3 method="wB97M-V/def2-TZVPD" relative_energy_kj_mol=396.8 charge=0 orbital_gap_ev="8.06 / 8.22" fmax_ev_per_a=1.93 e_lumo_ev="0.80 / 0.89"
C 1.66852 -0.62315 0.98914
C 1.15883 -0.52211 -0.41379
C -0.56449 1.72056 -0.30355
C -1.39251 0.60269 0.37230
C -1.33478 -0.64674 -0.41444
C -0.02077 -1.16125 -0.95326
H 0.89072 -0.56013 1.76371
H 2.41309 0.14963 1.23156
H 2.19813 -1.57974 1.14384
H 1.78584 0.05563 -1.09373
H -1.17524 2.62535 -0.38588
H 0.34520 1.97915 0.24304
H -1.04060 0.48396 1.41896
H -2.44386 0.90934 0.49245
H -2.14136 -1.38314 -0.28000
H -0.25165 1.43924 -1.31800
H -0.08656 -2.15139 -0.45403
H -0.00850 -1.33790 -2.03833



22
Properties=species:S:1:pos:R:3 method="wB97M-V/def2-TZVPD" relative_energy_kj_mol=260.1 charge=0 spin_multiplicity=2 orbital_gap_ev="4.18 / 7.92" s2=0.75 fmax_ev_per_a=5.06 e_lumo_ev="0.54 / 0.24"
O 1.48028 -0.33677 -2.03679
C 0.55624 -0.56728 -1.19134
C 0.44301 0.56099 -0.15716
C -0.98781 0.91291 -0.08608
C -2.08323 -0.16363 0.03896
C -1.92850 -1.28004 1.12596
N 1.39803 1.76286 -0.39799
H -0.03583 -1.44443 -1.44392
H 0.67926 0.11636 0.82156
H -1.36980 1.67432 -0.74058
H -1.14541 1.31131 0.98692
H -3.04510 0.33933 0.14197
H -2.03129 -0.79650 -0.87812
H -1.84536 -0.95488 2.18477
H -0.99621 -1.96820 1.00053
H -2.72330 -2.03109 1.08292
H 2.06867 1.55368 -1.17928
H 0.75843 2.57378 -0.85055
H 1.91779 2.12977 0.47946
H 2.67925 -1.72133 0.80778
H 3.49217 -0.86364 -0.14170
O 2.71871 -0.80752 0.43269



99
Properties=species:S:1:pos:R:3 method="wB97M-V/def2-TZVPD" relative_energy_kj_mol=1208.1 charge=0 orbital_gap_ev=6.53 fmax_ev_per_a=8.59 e_lumo_ev=-1.83
C -4.01331 0.96788 4.05549
O -4.93244 1.31680 2.96197
C -4.74219 0.47093 1.77416
C -4.06471 1.28757 0.50269
C -4.01582 0.42186 -0.89532
C -2.49997 0.22199 -1.49764
C -2.30007 0.77195 -3.03964
C -1.12239 1.95878 -3.00260
C 0.32463 1.13343 -2.85893
C 1.60613 2.20742 -2.85271
C 2.26817 2.35129 -1.32302
N 1.21529 2.42051 -0.27043
P 0.47556 3.97986 0.01738
P 0.93325 5.49477 -1.49117
O 2.45936 5.61880 -1.87847
O 0.51377 7.04899 -0.73633
O -0.08088 5.41290 -2.92678
C 1.42813 1.54619 0.92398
N 2.37695 1.84678 1.86642
C 3.31162 3.02954 1.88286
C 4.70395 2.79147 0.98384
F 5.94294 2.90670 1.78723
N 0.63947 0.29010 1.05022
C -0.67461 0.36919 1.71695
O -1.56138 -0.65808 1.72838
O -1.02136 1.61901 2.46304
C 1.39109 -0.98159 1.11066
Br 1.97451 -1.75864 -0.68662
C 1.82631 -1.77492 2.29119
C 2.72280 -3.17455 2.15623
Br 1.38336 -1.14279 4.12984
H -3.61902 -0.13333 4.04060
H -4.58868 1.10691 5.08957
H -3.12252 1.76158 4.10057
H -5.83642 0.16945 1.40543
H -4.19251 -0.55170 1.98064
H -4.78503 2.21219 0.30120
H -3.01259 1.72807 0.77563
H -4.64820 1.00623 -1.71668
H -4.54397 -0.61927 -0.65401
H -2.28630 -0.94919 -1.47196
H -1.72591 0.80360 -0.83321
H -1.88521 -0.04114 -3.78561
H -3.29964 1.17144 -3.50178
H -1.30591 2.63061 -2.04091
H -1.14832 2.59471 -4.00730
H 0.34315 0.46700 -1.86920
H 0.45044 0.42186 -3.80658
H 2.47683 1.78177 -3.55039
H 1.31565 3.24612 -3.31130
H 2.84484 1.31666 -1.16600
H 3.11140 3.17449 -1.27165
H -0.96975 3.75946 -0.14568
H 0.12135 7.62077 -1.46072
H -0.83567 4.78131 -2.73113
H 2.47827 1.14795 2.66356
H 2.82235 4.06965 1.66597
H 3.72107 3.10903 3.00343
H 4.60278 1.79671 0.36966
H 4.70871 3.70475 0.21464
H 3.68737 -2.89859 1.51010
H 2.14339 -4.04927 1.63914
H 3.14358 -3.45671 3.23513
C -9.09518 -3.54338 3.20834
C -8.28974 -2.27149 3.44015
C -8.58989 -1.17424 2.41916
C -8.18248 -1.54985 1.05883
N -7.86526 -1.84950 -0.01703
H -8.85213 -4.00192 2.24487
H -8.87381 -4.27647 3.99055
H -10.16994 -3.33700 3.23086
H -7.22054 -2.51517 3.43122
H -8.52225 -1.89081 4.44224
H -8.05287 -0.26432 2.71209
H -9.65810 -0.93061 2.43537
C 6.66062 -6.36968 4.95994
C 7.24742 -5.10288 4.35079
C 6.18639 -4.16069 3.78250
C 5.47277 -4.74650 2.64006
N 4.90535 -5.21220 1.74060
H 6.14291 -6.97347 4.20827
H 7.45800 -6.98496 5.38880
H 5.95094 -6.12926 5.75791
H 7.96701 -5.37799 3.57032
H 7.80807 -4.57065 5.12897
H 6.67533 -3.23433 3.45853
H 5.47289 -3.88458 4.56695
C 1.84471 -0.74933 -8.08601
C 2.71982 0.47165 -7.83387
C 3.71521 0.27335 -6.69091
C 3.04916 0.10190 -5.39301
N 2.52198 -0.03901 -4.36826
H 1.21497 -0.97697 -7.22044
H 1.18364 -0.56837 -8.93955
H 2.45486 -1.63012 -8.30994
H 2.07944 1.33881 -7.63245
H 3.27904 0.69366 -8.75100
H 4.37191 1.14988 -6.63991
H 4.35604 -0.59078 -6.89900



49
Properties=species:S:1:pos:R:3 method="wB97M-V/def2-TZVPD" relative_energy_kj_mol=0.0 charge=0 spin_multiplicity=6 orbital_gap_ev="6.47 / 7.44" s2=8.76 fmax_ev_per_a=0.80 e_lumo_ev="-0.75 / -0.84"
Mn 0.31907 -0.07767 -0.41107
C -3.56057 1.85151 0.78314
C -2.40033 0.94671 0.53733
N -1.19495 1.32771 0.35710
N -0.89244 2.65569 0.48863
C 0.37165 3.09166 0.17603
N 0.66601 4.29756 0.71293
S 1.40717 2.27979 -0.82882
C -2.57396 -0.53612 0.54467
C -3.73139 -1.14488 0.98681
C -3.76845 -2.53534 1.03699
C -2.65827 -3.25399 0.64536
C -1.53420 -2.55848 0.21036
N -1.50148 -1.23659 0.16013
H -3.39743 2.82733 0.32625
H -3.73473 1.99210 1.85337
H -4.46552 1.42517 0.35509
H -1.41500 3.16759 1.18566
H 0.24095 4.56816 1.58640
H 1.61690 4.60085 0.58128
H -4.57804 -0.55845 1.31284
H -4.65732 -3.04115 1.38943
H -2.64300 -4.33388 0.67763
H -0.62968 -3.06780 -0.10131
F 4.04113 -4.15121 -0.21824
C 3.17306 -3.43099 -0.95804
C 2.45900 -2.40455 -0.37504
C 1.56036 -1.65844 -1.13819
C 1.39128 -1.97793 -2.50424
C 2.14691 -3.02388 -3.03620
F 2.04882 -3.38086 -4.34493
C 3.03885 -3.76369 -2.29167
C 0.42199 -1.16983 -3.30203
C 0.11384 -1.38977 -4.65104
C -0.79326 -0.56913 -5.29316
C -1.39428 0.47254 -4.60335
C -1.04821 0.62919 -3.27703
N -0.18281 -0.15969 -2.64758
H 2.61357 -2.18645 0.67583
H 3.60773 -4.56498 -2.73961
H 0.58246 -2.19381 -5.18928
H -1.02606 -0.74175 -6.33635
H -2.10016 1.14150 -5.07448
H -1.47091 1.43300 -2.68157
F 0.77768 1.53422 3.29704
B 0.63459 0.21440 2.87573
F 1.22921 -0.69648 3.71710
F -0.73397 -0.07878 2.69177
F 1.27352 0.11979 1.56135



86
Properties=species:S:1:pos:R:3 method="wB97M-V/def2-TZVPD" charge=0 orbital_gap_ev=9.79 fmax_ev_per_a=2.20 e_lumo_ev=0.07
C 3.28054 -1.39966 -2.29872
C 2.60756 -0.12075 -2.77815
O 2.41134 0.77386 -1.65659
B 1.14242 1.22606 -1.45499
O 0.89959 2.57571 -1.41117
N 0.03448 0.23859 -1.25782
C -1.33046 0.77090 -1.50289
C -2.19723 -0.15868 -2.36443
C -1.56270 -1.19445 -3.25119
N -3.46038 -0.03863 -2.34795
S 0.14013 -0.61313 0.13509
O -0.54535 -1.84839 -0.02831
O 1.47205 -0.63079 0.62273
F -0.69909 0.24355 1.13173
H 2.93147 -1.63755 -1.29664
H 3.05043 -2.24170 -2.94970
H 4.35782 -1.28508 -2.25954
H 3.31096 0.39132 -3.43128
H 1.68173 -0.34612 -3.30422
H 1.30494 2.98778 -2.17837
H -1.28651 1.73108 -2.00739
H -1.88521 0.91288 -0.58033
H -1.70089 -0.89683 -4.28813
H -2.03260 -2.15491 -3.06613
H -0.50025 -1.29229 -3.05115
H -3.75481 0.70542 -1.71163
C 6.49247 -0.98611 0.11723
Cl 6.88036 -0.00525 -1.29800
Cl 5.89874 -2.58548 -0.34463
H 7.38730 -1.09906 0.71766
H 5.71933 -0.48422 0.68375
C 5.88486 -0.36131 4.24275
Cl 6.25758 0.93707 3.09964
Cl 6.81079 -1.82563 3.89227
H 6.13081 -0.02537 5.24264
H 4.82921 -0.59331 4.16746
C -6.76310 0.40261 -0.23220
Cl -5.27757 1.34940 -0.04804
Cl -7.96230 1.25394 -1.21114
H -6.52242 -0.54043 -0.71293
H -7.18111 0.23297 0.75280
C 10.67753 1.82332 -1.16011
Cl 10.38023 0.37359 -0.19419
Cl 10.97824 1.42822 -2.85497
H 9.80362 2.46207 -1.10114
H 11.54709 2.33140 -0.76155
C -5.14282 -3.65970 -2.84294
Cl -5.37832 -2.55341 -4.19761
Cl -5.26940 -2.84425 -1.27795
H -5.90332 -4.42939 -2.88943
H -4.15498 -4.09809 -2.91899
C 7.64520 -5.29409 -2.86604
Cl 6.00503 -4.88157 -3.37679
Cl 8.82089 -5.06869 -4.16579
H 7.91653 -4.64980 -2.03777
H 7.66037 -6.33342 -2.56164
C -9.61674 2.11935 2.28833
Cl -9.07657 0.43952 2.35742
Cl -11.38092 2.23859 2.29775
H -9.22814 2.64290 3.15366
H -9.24352 2.56482 1.37327
C -5.96989 -0.43623 4.98537
Cl -5.49160 -0.67574 3.30106
Cl -6.53536 1.21120 5.28593
H -6.77279 -1.12491 5.21885
H -5.11163 -0.62631 5.61852
C 5.23820 4.00956 0.63562
Cl 5.55641 5.38807 -0.42619
Cl 6.18623 2.58923 0.17486
H 5.49467 4.28945 1.65062
H 4.18718 3.75500 0.56748
C -13.43831 -0.74855 2.74000
Cl -12.49660 -1.93328 1.82753
Cl -13.95882 -1.38242 4.30728
H -12.81782 0.12303 2.90798
H -14.31790 -0.48848 2.16365
C 8.95216 0.85166 -6.26201
Cl 9.94681 -0.33970 -7.10871
Cl 8.43869 0.27786 -4.67395
H 9.53493 1.75589 -6.12932
H 8.07165 1.05376 -6.85954
C -5.50765 3.21175 8.66153
Cl -4.95595 1.53505 8.73864
Cl -7.27071 3.32920 8.64775
H -5.13201 3.73823 9.53024
H -5.12488 3.65735 7.75130



18
Properties=species:S:1:pos:R:3 method="wB97M-V/def2-TZVPD" relative_energy_kj_mol=278.4 charge=0 orbital_gap_ev=7.73 fmax_ev_per_a=4.45 smiles="O=[N+]([O-])C=C1C=CC(SCl)C=C1" e_lumo_ev=-1.36
C -0.63767 -1.19193 0.90410
C 0.67765 -1.24480 0.25739
C -1.28871 0.18811 0.82382
C 1.04921 -0.29641 -0.60870
C -0.91904 1.06873 -0.14237
C 0.17515 0.74296 -0.99467
C 0.58386 1.58857 -2.02079
N -0.13266 2.69659 -2.46295
O 0.33108 3.29290 -3.41869
O -1.04162 3.08190 -1.80869
S -1.81689 -2.45613 0.15449
Cl -1.89878 -2.21060 -1.80227
H -0.66205 -1.46504 2.05717
H 1.46031 -1.99861 0.48564
H -2.15858 0.52390 1.44145
H 2.03672 -0.38097 -0.99399
H -1.46834 1.98584 -0.38598
H 1.56491 1.34585 -2.61047



15
Properties=species:S:1:pos:R:3 method="wB97M-V/def2-TZVPD" relative_energy_kj_mol=133.9 charge=-1 orbital_gap_ev=6.63 fmax_ev_per_a=2.84 e_lumo_ev=4.29
C -1.95906 0.69067 -0.77607
S -1.45273 -0.73733 0.30468
H -2.87521 1.08040 -0.32649
H -1.17232 1.44666 -0.83799
H -2.11802 0.32450 -1.80198
C 1.84682 -0.74373 -0.80698
C 1.79513 0.03056 0.56343
N 1.19661 1.33908 0.67654
H 2.20479 -0.21419 -1.70657
H 2.11511 -1.80866 -0.82923
H 0.79297 -0.75667 -1.17126
H 1.11864 -0.66220 1.07147
H 2.74204 -0.13232 1.08745
H 1.47485 1.92860 -0.09136
H 0.18781 1.22616 0.92871



35
Properties=species:S:1:pos:R:3 method="wB97M-V/def2-TZVPD" relative_energy_kj_mol=54.2 charge=0 orbital_gap_ev=8.66 fmax_ev_per_a=0.80 smiles=Oc1cc(O)c2c(c1)O[C@H](c1ccc(O)c(O)c1)[C@@H](O)C2 e_lumo_ev=0.56
O 3.23669 0.35290 4.14857
C 2.77886 -0.22026 3.00425
C 2.19202 0.52591 1.99568
C 1.73367 -0.10943 0.84423
C 1.87377 -1.48452 0.69036
C 2.45086 -2.22451 1.72083
C 2.90221 -1.59877 2.87191
H 3.35168 -2.16338 3.67451
O 2.55621 -3.57381 1.55969
H 2.96874 -3.95351 2.34475
C 1.36171 -2.11244 -0.56980
C 0.07970 -1.37982 -0.96729
O -0.42755 -1.81940 -2.20762
H -0.56682 -2.77145 -2.15743
H -0.67553 -1.52062 -0.17588
C 0.35582 0.12866 -1.11827
C -0.96374 0.86957 -1.12889
C -1.45268 1.47194 0.01891
C -2.68494 2.10155 0.01428
C -3.45722 2.12110 -1.13538
C -2.96803 1.50143 -2.29316
C -1.72904 0.89096 -2.28821
H -1.36119 0.40673 -3.18112
O -3.77643 1.53886 -3.40604
H -3.34244 1.06499 -4.12326
O -4.67256 2.72783 -1.13870
H -5.04834 2.62834 -2.02434
H -3.06874 2.58047 0.90036
H -0.86232 1.45857 0.92111
O 1.18336 0.68233 -0.10734
H 0.86411 0.26883 -2.08325
H 1.17029 -3.17482 -0.40939
H 2.09470 -2.01335 -1.37702
H 2.08154 1.59631 2.08098
H 3.08942 1.30560 4.11246



Please write out number 2 again, unchanged.
22
Properties=species:S:1:pos:R:3 method="wB97M-V/def2-TZVPD" relative_energy_kj_mol=260.1 charge=0 spin_multiplicity=2 orbital_gap_ev="4.18 / 7.92" s2=0.75 fmax_ev_per_a=5.06 e_lumo_ev="0.54 / 0.24"
O 1.48028 -0.33677 -2.03679
C 0.55624 -0.56728 -1.19134
C 0.44301 0.56099 -0.15716
C -0.98781 0.91291 -0.08608
C -2.08323 -0.16363 0.03896
C -1.92850 -1.28004 1.12596
N 1.39803 1.76286 -0.39799
H -0.03583 -1.44443 -1.44392
H 0.67926 0.11636 0.82156
H -1.36980 1.67432 -0.74058
H -1.14541 1.31131 0.98692
H -3.04510 0.33933 0.14197
H -2.03129 -0.79650 -0.87812
H -1.84536 -0.95488 2.18477
H -0.99621 -1.96820 1.00053
H -2.72330 -2.03109 1.08292
H 2.06867 1.55368 -1.17928
H 0.75843 2.57378 -0.85055
H 1.91779 2.12977 0.47946
H 2.67925 -1.72133 0.80778
H 3.49217 -0.86364 -0.14170
O 2.71871 -0.80752 0.43269



What is the charge in the sixth record?
0